[1]
Entry from OMol25: a molecular structure, C43H65F21O29 in a non-equilibrium geometry (the ωB97M-V functional and the def2-TZVPD basis).

Geometry as ORCA input:
```
! RIJCOSX wB97M-V def2-TZVPD def2/J DEFGRID3
* xyz 0 1
C -0.85 -4.68 0.07
C -2.15 -4.01 -0.28
O -2.06 -3.52 -1.59
C -2.92 -3.92 -2.55
O -3.44 -4.98 -2.58
C -2.93 -3.02 -3.79
F -2.25 -1.89 -3.63
F -2.39 -3.68 -4.81
F -4.22 -2.79 -4.01
H -0.71 -5.61 -0.49
H -0.77 -4.98 1.12
H 0.06 -4.10 -0.10
H -2.26 -3.16 0.41
H -3.02 -4.61 0.00
C 1.88 -4.48 -4.71
C 0.46 -4.42 -4.16
O 0.21 -5.53 -3.29
C -0.22 -6.70 -3.73
O -0.48 -6.88 -4.89
C -0.51 -7.71 -2.63
F -0.34 -8.95 -3.09
F 0.19 -7.55 -1.50
F -1.81 -7.54 -2.32
H 2.65 -4.98 -4.12
H 2.21 -3.48 -4.99
H 1.81 -4.96 -5.69
H -0.19 -4.40 -5.03
H 0.36 -3.51 -3.58
C 3.70 1.98 -2.37
C 2.19 1.76 -2.58
O 1.93 1.09 -3.83
C 2.53 1.41 -4.95
O 3.10 2.43 -5.21
C 2.37 0.31 -6.02
F 1.93 -0.86 -5.57
F 1.44 0.77 -6.88
F 3.50 0.17 -6.71
H 3.90 1.81 -1.31
H 4.02 2.95 -2.74
H 4.29 1.17 -2.79
H 1.78 2.76 -2.48
H 1.68 1.15 -1.84
C -2.09 6.09 3.29
C -0.84 5.92 4.21
O -1.17 5.24 5.42
C -1.11 3.91 5.58
O -0.84 3.16 4.69
C -1.44 3.45 7.01
F -2.02 2.26 7.03
F -0.26 3.39 7.64
F -2.21 4.31 7.67
H -1.63 6.30 2.32
H -2.47 7.02 3.71
H -2.84 5.31 3.25
H -0.45 6.90 4.47
H -0.04 5.42 3.66
C 1.69 3.76 0.78
C 0.85 4.23 -0.41
O 1.77 4.93 -1.28
C 1.73 6.25 -1.39
O 0.93 6.95 -0.85
C 2.81 6.85 -2.30
F 3.44 5.86 -2.95
F 2.29 7.65 -3.22
F 3.68 7.55 -1.59
H 0.98 3.74 1.60
H 2.46 4.50 0.97
H 2.16 2.79 0.63
H 0.13 4.97 -0.06
H 0.27 3.52 -0.98
C 2.81 -5.08 -0.42
C 3.00 -4.28 0.90
O 3.80 -4.97 1.83
C 5.09 -4.82 1.90
O 5.76 -4.31 1.03
C 5.76 -5.57 3.06
F 6.67 -4.72 3.58
F 4.89 -5.85 4.07
F 6.32 -6.72 2.68
H 2.04 -4.56 -0.99
H 2.57 -6.09 -0.10
H 3.76 -4.98 -0.94
H 2.07 -3.95 1.36
H 3.42 -3.30 0.63
C 2.48 1.63 3.96
C 3.00 0.31 3.42
O 3.32 -0.54 4.53
C 3.42 -1.83 4.24
O 3.21 -2.29 3.16
C 3.78 -2.64 5.53
F 5.00 -3.16 5.39
F 3.72 -1.92 6.63
F 2.95 -3.70 5.59
H 1.73 1.55 4.74
H 2.15 2.20 3.10
H 3.37 2.06 4.44
H 3.89 0.43 2.80
H 2.25 -0.20 2.80
C -0.79 0.56 2.85
O -0.57 -0.48 1.93
C -0.18 -0.17 0.71
O 0.02 0.94 0.28
O 0.03 -1.35 0.12
C 0.66 -1.42 -1.16
H -1.65 1.19 2.61
H 0.07 1.22 2.92
H -0.97 0.10 3.81
H 0.95 -2.43 -1.47
H 1.64 -0.93 -1.18
H 0.03 -1.01 -1.94
C -4.28 -3.57 2.67
O -3.07 -3.92 3.31
C -2.40 -3.01 3.99
O -2.79 -1.88 4.20
O -1.27 -3.55 4.43
C -0.32 -2.65 4.99
H -4.92 -3.17 3.45
H -4.74 -4.42 2.17
H -4.15 -2.87 1.84
H -0.83 -2.13 5.81
H -0.10 -1.85 4.28
H 0.60 -3.12 5.31
C -1.94 3.40 1.46
O -2.53 4.07 0.36
C -3.79 4.53 0.46
O -4.60 4.17 1.27
O -3.99 5.43 -0.46
C -5.31 5.81 -0.83
H -1.36 2.58 1.04
H -2.69 2.89 2.08
H -1.34 4.11 2.01
H -5.22 6.46 -1.70
H -5.71 6.39 0.00
H -5.93 4.93 -0.99
C -0.90 1.77 -3.06
O -0.45 1.95 -4.39
C 0.45 2.90 -4.65
O 0.77 3.80 -3.91
O 0.99 2.67 -5.84
C 2.00 3.59 -6.27
H -0.32 2.40 -2.41
H -1.02 0.72 -2.77
H -1.96 2.04 -3.03
H 1.79 4.62 -5.99
H 2.03 3.62 -7.36
H 2.94 3.13 -5.97
C -4.57 0.34 1.39
O -4.66 0.97 0.12
C -4.62 0.20 -0.97
O -4.38 -0.98 -0.95
O -4.68 1.01 -2.00
C -4.70 0.55 -3.34
H -4.96 1.02 2.15
H -3.54 0.23 1.74
H -5.16 -0.57 1.41
H -4.49 1.37 -4.03
H -5.73 0.30 -3.60
H -4.02 -0.27 -3.52
*
```

Calculated values
* strongest force on any atom: 13.6 eV/A
* gap between HOMO and LUMO: 9.12 eV
* highest occupied orbital energy: -0.3291 Eh
* energy relative to the best compared isomer or geometry (same formula, charge and spin): 107.4 kcal/mol
* DFT total energy: -5956.51349 a.u.

Atom charges from the Mulliken analysis, given in e for atoms 1 to 6: C -0.4828; C 0.2183; O 0.1921; C 0.2879; O -0.5376; C 0.7572

***

[2]
Entry from OMol25: a molecular structure, C43H66CeCl2FIN3O2P2Si in a non-equilibrium geometry (the ωB97M-V functional and the def2-TZVPD basis).

Geometry as ORCA input:
```
! RIJCOSX wB97M-V def2-TZVPD def2/J DEFGRID3
* xyz 1 1
Ce -0.83 -0.49 0.62
C -1.40 2.29 -2.46
Si -0.14 0.96 -1.73
C -0.32 -0.51 -3.00
C -1.08 -0.38 -4.15
C -1.46 -1.47 -4.92
C -1.13 -2.74 -4.49
C -0.37 -2.91 -3.34
C 0.08 -1.81 -2.63
P 1.35 -1.93 -1.31
C 2.84 -2.14 -2.47
C 2.83 -3.27 -3.50
C 3.64 -2.92 -4.76
C 4.86 -2.09 -4.40
C 4.42 -0.73 -3.85
C 3.03 -0.81 -3.20
C 1.25 -3.58 -0.36
C 1.28 -4.97 -1.02
C 2.31 -5.89 -0.35
C 2.10 -5.95 1.16
C 2.08 -4.55 1.79
C 2.32 -3.47 0.73
C 1.50 1.90 -2.22
C 1.69 2.21 -3.57
C 2.78 2.93 -4.01
C 3.74 3.36 -3.11
C 3.58 3.04 -1.77
C 2.48 2.32 -1.31
P 2.31 1.82 0.45
C 4.04 1.18 0.94
C 5.26 2.08 1.17
C 6.56 1.39 0.75
C 6.57 -0.08 1.15
C 5.48 -0.84 0.38
C 4.36 0.08 -0.08
C 2.17 3.40 1.49
C 2.99 4.68 1.28
C 2.50 5.53 0.12
C 1.03 5.87 0.29
C 0.23 4.57 0.38
C 0.68 3.76 1.58
H -1.05 2.73 -3.39
H -1.52 3.11 -1.75
H -2.38 1.85 -2.65
H -1.41 0.60 -4.46
H -2.03 -1.33 -5.83
H -1.46 -3.61 -5.05
H -0.17 -3.90 -2.98
H 3.70 -2.28 -1.79
H 1.81 -3.49 -3.83
H 3.26 -4.18 -3.06
H 3.02 -2.35 -5.46
H 3.95 -3.84 -5.26
H 5.51 -1.96 -5.27
H 5.44 -2.62 -3.64
H 4.38 0.01 -4.66
H 5.15 -0.37 -3.12
H 2.25 -0.71 -3.96
H 2.91 0.01 -2.50
H 0.28 -3.48 0.15
H 1.52 -4.93 -2.08
H 0.29 -5.42 -0.92
H 3.32 -5.54 -0.57
H 2.22 -6.89 -0.78
H 2.89 -6.56 1.61
H 1.16 -6.46 1.36
H 2.84 -4.46 2.58
H 1.11 -4.35 2.24
H 3.32 -3.55 0.30
H 2.26 -2.49 1.22
H 0.96 1.87 -4.29
H 2.90 3.16 -5.06
H 4.60 3.93 -3.44
H 4.34 3.37 -1.07
H 3.82 0.67 1.89
H 5.31 2.34 2.22
H 5.20 3.01 0.60
H 7.41 1.91 1.21
H 6.69 1.46 -0.33
H 6.39 -0.15 2.23
H 7.54 -0.52 0.95
H 5.08 -1.63 1.01
H 5.93 -1.32 -0.50
H 3.45 -0.51 -0.26
H 4.63 0.56 -1.02
H 2.47 2.98 2.47
H 4.05 4.47 1.17
H 2.88 5.26 2.20
H 2.64 5.00 -0.82
H 3.09 6.45 0.07
H 0.68 6.47 -0.56
H 0.89 6.44 1.21
H 0.38 3.98 -0.52
H -0.84 4.80 0.47
H 0.10 2.83 1.63
H 0.49 4.33 2.49
O -3.42 0.88 -0.13
H -3.30 1.56 -0.81
H -3.63 1.34 0.69
F -1.48 -2.18 -0.41
I -2.03 1.23 2.94
Cl 1.47 -1.26 5.31
C 1.32 0.14 4.25
Cl 1.43 -0.39 2.56
H 2.13 0.83 4.45
H 0.34 0.61 4.40
C -1.92 -3.58 4.58
N -2.77 -3.11 3.50
C -4.07 -3.46 3.43
C -4.87 -3.01 2.44
C -4.29 -2.10 1.50
N -3.03 -1.72 1.62
C -2.22 -2.26 2.53
O -1.01 -2.03 2.55
N -5.00 -1.58 0.50
H -2.24 -4.56 4.91
H -1.94 -2.87 5.41
H -0.89 -3.63 4.21
H -4.43 -4.13 4.20
H -5.91 -3.30 2.37
H -5.92 -1.91 0.29
H -4.50 -0.97 -0.14
*
```

Calculated values
* strongest force on any atom: 3.5 eV/A
* gap between HOMO and LUMO (alpha / beta): 6.11 / 7.69 eV
* highest occupied orbital energy (alpha / beta): -0.3885 / -0.3773 Eh
* DFT total energy: -4758.10421 a.u.

Atom charges from the Mulliken analysis, given in e for atoms 1 to 6: Ce -0.0721; C -2.1360; Si 1.3029; C 1.5321; C -0.4879; C -1.1175

***

[3]
Entry from OMol25: a molecular structure, C43H68BCl16IN2O7PS4 in a non-equilibrium geometry (the ωB97M-V functional and the def2-TZVPD basis).

Geometry as ORCA input:
```
! RIJCOSX wB97M-V def2-TZVPD def2/J DEFGRID3
* xyz -1 1
C -6.01 1.13 5.00
C -4.80 0.30 5.25
B -3.89 -0.34 4.04
C -4.69 -1.73 3.69
C -3.95 -3.11 4.19
C -3.55 -3.16 5.77
S -2.77 -4.88 6.10
O -3.76 -5.82 6.89
O -2.42 -5.64 4.80
O -1.27 -4.67 6.95
O -2.46 -0.39 4.45
C -1.45 0.21 3.53
C -0.31 0.93 4.49
C 0.91 1.46 3.54
C 1.22 3.07 3.61
S 1.33 3.92 1.95
C 2.57 3.13 0.80
S 3.02 1.49 0.75
N 3.25 4.05 -0.23
C 4.48 3.34 -0.79
C 4.51 2.53 -2.24
C 5.88 1.73 -2.75
C 7.26 1.73 -1.83
C 7.24 2.57 -0.41
C 5.90 3.36 0.10
C 2.23 4.33 -1.34
C 2.14 5.79 -2.15
C 1.00 6.10 -3.32
C -0.11 4.96 -3.77
C -0.04 3.50 -3.00
C 1.09 3.20 -1.81
C -0.78 -1.13 2.88
O -1.64 -1.89 1.96
N -0.86 -2.93 1.56
O -1.56 -3.79 1.03
C -2.47 1.15 2.66
C -2.01 1.79 1.23
C -1.56 0.72 0.08
C -2.82 -0.20 -0.52
I -1.83 -1.74 -1.79
P -2.91 2.76 3.65
S -4.50 3.67 2.95
O -3.77 0.43 2.75
H -5.94 2.29 5.15
H -7.02 0.68 4.62
H -4.48 0.08 6.38
H -5.00 -1.83 2.55
H -5.73 -1.68 4.28
H -4.74 -3.99 4.02
H -3.01 -3.42 3.57
H -4.49 -3.11 6.48
H -2.73 -2.39 6.10
H -0.59 -4.60 6.20
H -0.74 1.72 5.24
H 0.14 0.05 5.16
H 1.90 0.84 3.76
H 0.64 1.22 2.40
H 0.40 3.60 4.30
H 2.24 3.21 4.19
H 3.56 2.46 -2.92
H 5.84 1.14 -3.78
H 8.21 1.12 -2.21
H 8.22 2.60 0.23
H 5.89 3.94 1.13
H 2.88 6.67 -1.90
H 0.93 7.15 -3.87
H -0.94 5.14 -4.59
H -0.85 2.70 -3.34
H 1.02 2.12 -1.30
H -0.50 -1.88 3.77
H 0.25 -0.95 2.31
H -2.95 2.38 0.79
H -1.20 2.62 1.45
H -0.61 0.06 0.36
H -1.20 1.37 -0.86
H -3.40 0.49 -1.27
H -3.47 -0.66 0.33
H -2.98 2.48 5.08
H -1.74 3.63 3.49
Cl -0.47 3.58 -7.78
C 1.17 4.23 -8.03
C 2.04 4.08 -6.79
Cl 1.51 5.14 -5.47
H 1.08 5.27 -8.34
H 1.61 3.66 -8.86
H 3.07 4.36 -7.03
H 2.05 3.05 -6.42
Cl 0.39 -1.64 -4.96
C 0.04 -3.34 -5.34
C 0.68 -4.30 -4.35
Cl 2.45 -4.32 -4.48
H 0.38 -3.54 -6.36
H -1.05 -3.46 -5.32
H 0.33 -5.32 -4.54
H 0.42 -4.04 -3.31
Cl 1.86 9.84 -2.93
C 1.89 10.68 -4.50
C 1.19 9.87 -5.59
Cl 2.10 8.40 -6.02
H 2.93 10.89 -4.76
H 1.37 11.63 -4.36
H 1.12 10.47 -6.50
H 0.18 9.58 -5.29
Cl -3.97 -7.63 0.46
C -4.09 -7.53 2.24
C -5.52 -7.34 2.71
Cl -6.15 -5.73 2.28
H -3.44 -6.72 2.58
H -3.69 -8.48 2.63
H -5.57 -7.42 3.80
H -6.19 -8.09 2.28
Cl 0.27 -4.40 1.76
C 0.97 -5.94 2.32
C 1.08 -6.00 3.84
Cl 2.30 -4.87 4.47
H 1.94 -6.07 1.84
H 0.31 -6.74 1.96
H 1.39 -7.00 4.15
H 0.13 -5.78 4.32
Cl -2.21 -5.30 -6.28
C -2.17 -6.68 -7.40
C -1.35 -6.38 -8.65
Cl -2.14 -5.17 -9.69
H -3.21 -6.95 -7.65
H -1.73 -7.52 -6.86
H -1.25 -7.29 -9.25
H -0.35 -6.02 -8.39
Cl -0.73 -0.67 7.30
C -0.19 -1.03 8.96
C -1.04 -2.11 9.61
Cl -2.70 -1.56 9.94
H -0.22 -0.10 9.53
H 0.85 -1.36 8.89
H -0.60 -2.39 10.57
H -1.09 -3.01 8.99
Cl 5.56 2.50 -7.79
C 6.96 2.61 -6.69
C 7.83 1.37 -6.74
Cl 7.02 -0.06 -6.05
H 6.58 2.79 -5.68
H 7.54 3.48 -7.00
H 8.74 1.53 -6.16
H 8.13 1.12 -7.77
*
```

Calculated values
* strongest force on any atom: 11.8 eV/A
* gap between HOMO and LUMO: 4.48 eV
* highest occupied orbital energy: -0.1309 Eh
* energy relative to the best compared isomer or geometry (same formula, charge and spin): 585.9 kcal/mol
* DFT total energy: -11934.03640 a.u.

Atom charges from the Mulliken analysis, given in e for atoms 1 to 6: C -0.8688; C 0.1350; B 0.7395; C -0.7929; C 0.1993; C -0.1802